No. 1
{
  "formula": "C46H40N9O6PY",
  "method": "the ωB97M-V functional and the def2-TZVPD basis",
  "e_homo_ev": -8.84,
  "charge": 1,
  "energy_ev": -84375.6719,
  "orbital_gap_ev": 6.4949,
  "relative_energy_kcal_mol": 125.4,
  "max_force_ev_per_a": 1.46,
  "symbols": ["Y", "O", "C", "O", "C", "C", "C", "C", "C", "O", "C", "C", "O", "O", "H", "H", "H", "H", "H", "H", "H", "H", "N", "C", "C", "C", "C", "C", "C", "P", "C", "C", "C", "C", "C", "C", "C", "C", "C", "C", "C", "C", "H", "H", "H", "H", "H", "H", "H", "H", "H", "H", "H", "H", "H", "H", "H", "H", "C", "N", "C", "N", "C", "N", "C", "C", "C", "C", "C", "C", "C", "N", "N", "C", "O", "C", "C", "C", "C", "C", "C", "N", "C", "N", "C", "N", "C", "H", "H", "H", "H", "H", "H", "H", "H", "H", "H", "H", "H", "H", "H", "H", "H"],
  "positions_angstrom": [[0.7181, -0.2899, 1.2615], [0.4774, -1.1848, 5.2560], [0.0571, -0.7004, 4.2369], [0.3530, -1.1399, 3.0267], [-1.0352, 0.3774, 4.2356], [-2.1181, -0.0102, 3.2032], [-3.4058, 0.7539, 3.5050], [-3.0084, 2.1854, 3.0763], [-1.5901, 1.9697, 2.5342], [-1.6483, 0.6289, 1.9767], [-0.5896, 1.7782, 3.6888], [0.8795, 1.8067, 3.2142], [2.1109, 4.1099, 3.7432], [1.6743, 1.0547, 3.7720], [-1.4321, 0.4373, 5.2451], [-2.2292, -1.0802, 3.0497], [-3.6678, 0.6784, 4.5580], [-4.2372, 0.3703, 2.9161], [-3.0119, 2.8946, 3.9016], [-3.6658, 2.5685, 2.2978], [-1.2968, 2.6902, 1.7816], [-0.6897, 2.5545, 4.4490], [3.1981, -0.0294, 1.8087], [3.8066, 1.2416, 1.5055], [5.1860, 1.3078, 1.3427], [5.8155, 2.5072, 1.0669], [5.0642, 3.6656, 0.9548], [3.6903, 3.6042, 1.1088], [3.0374, 2.4012, 1.3831], [1.1999, 2.4132, 1.3379], [0.7389, 4.1718, 1.7686], [-0.0678, 4.9633, 0.9492], [-0.4098, 6.2644, 1.2788], [0.0531, 6.8201, 2.4569], [0.8755, 6.0789, 3.2831], [1.2310, 4.7753, 2.9534], [1.0843, 2.7649, -0.6121], [-0.2289, 2.8269, -1.0881], [-0.5243, 3.1962, -2.3927], [0.5122, 3.4464, -3.2820], [1.8233, 3.2788, -2.8644], [2.1076, 2.9578, -1.5403], [2.8868, 0.0214, 2.7894], [3.9051, -0.7551, 1.7694], [5.7805, 0.4050, 1.4365], [6.8896, 2.5390, 0.9440], [5.5384, 4.6115, 0.7297], [3.0993, 4.5021, 0.9893], [-0.4462, 4.5568, 0.0251], [-1.0329, 6.8420, 0.6094], [-0.2126, 7.8325, 2.7296], [1.2740, 6.5176, 4.1917], [2.3623, 4.6530, 4.4981], [-1.0510, 2.6200, -0.4016], [-1.5567, 3.3061, -2.7078], [0.3015, 3.7734, -4.2933], [2.6382, 3.4403, -3.5603], [3.1434, 2.8913, -1.2341], [0.9168, -6.2810, -0.0859], [1.0871, -4.9595, 0.5110], [1.0363, -3.7434, -0.0358], [1.1825, -2.8184, 0.9034], [1.3275, -3.5626, 2.0484], [1.2748, -4.8503, 1.8374], [-0.5337, -6.5878, -0.3950], [-1.2109, -7.6351, 0.2153], [-2.5438, -7.8809, -0.0951], [-3.2241, -7.0751, -0.9913], [-2.5505, -6.0186, -1.5984], [-1.2080, -5.7978, -1.3101], [-3.2095, -5.1009, -2.5115], [-4.4244, -5.0831, -2.9557], [-4.5443, -3.9743, -3.7502], [-3.3951, -3.3809, -3.7459], [-2.5001, -4.0438, -2.9778], [-2.9833, -2.1421, -4.3828], [-3.8910, -1.3640, -5.0976], [-3.4730, -0.1592, -5.6336], [-2.1656, 0.2782, -5.4566], [-1.2506, -0.5050, -4.7649], [0.1834, -0.0583, -4.6037], [0.6937, -0.2848, -3.2581], [0.0555, -0.1830, -2.0949], [0.8957, -0.4574, -1.1030], [2.0727, -0.7145, -1.7531], [1.9797, -0.6138, -3.0501], [-1.6660, -1.7184, -4.2376], [1.3086, -6.9851, 0.6426], [1.5163, -6.3386, -0.9948], [0.9283, -3.5560, -1.0910], [1.4554, -3.1345, 3.0265], [-0.6994, -8.2634, 0.9338], [-3.0555, -8.7082, 0.3774], [-4.2646, -7.2480, -1.2297], [-0.6938, -4.9963, -1.8221], [-4.9058, -1.7176, -5.2182], [-4.1727, 0.4555, -6.1833], [-1.8585, 1.2334, -5.8655], [0.2717, 1.0031, -4.8289], [0.8473, -0.6001, -5.2770], [-0.9894, 0.0505, -1.9965], [2.9866, -0.9969, -1.2564], [-0.9638, -2.3483, -3.7062]],
  "forces_ev_per_a": [[0.244, -0.055, -0.770], [0.012, -0.057, -0.278], [-0.490, -0.014, 1.085], [-0.342, -0.900, 1.101], [0.185, -0.133, -0.241], [-0.273, -0.022, 0.421], [0.099, -0.035, -0.095], [0.034, -0.094, -0.083], [-0.148, 0.446, 0.400], [0.483, -0.259, -0.174], [0.038, -0.454, -0.138], [0.265, 0.907, -0.221], [-0.008, -0.329, 0.010], [-0.028, -0.129, 0.130], [-0.034, -0.024, -0.001], [0.009, 0.032, -0.089], [-0.021, -0.017, 0.007], [0.015, 0.012, -0.017], [0.022, 0.024, -0.006], [0.000, -0.003, -0.001], [-0.032, -0.083, -0.050], [0.030, 0.025, -0.008], [-0.576, -0.008, 0.100], [0.174, 0.458, -0.100], [0.044, -0.194, 0.010], [0.034, 0.059, -0.040], [-0.073, 0.060, -0.001], [0.064, -0.155, 0.083], [-0.040, -0.209, -0.073], [0.330, 1.137, -0.176], [0.015, -0.175, 0.266], [-0.065, 0.179, 0.218], [-0.145, 0.011, -0.117], [0.034, 0.039, 0.071], [-0.020, 0.031, 0.005], [-0.097, 0.030, -0.358], [0.202, 0.142, 0.125], [0.082, -0.331, -0.209], [-0.134, -0.116, 0.024], [-0.003, -0.059, -0.145], [0.123, 0.028, -0.025], [-0.188, -0.005, -0.020], [0.171, 0.093, 0.026], [-0.092, -0.138, -0.152], [-0.027, -0.009, 0.035], [0.004, -0.031, 0.000], [0.020, -0.005, 0.029], [0.007, 0.044, -0.007], [0.069, 0.261, 0.166], [-0.025, -0.016, 0.009], [0.020, 0.017, 0.001], [-0.005, -0.010, 0.009], [-0.021, 0.068, -0.033], [-0.010, -0.029, -0.070], [0.027, -0.010, -0.014], [-0.015, -0.034, -0.002], [-0.018, 0.009, -0.014], [0.045, -0.009, 0.008], [-0.287, -0.184, -0.126], [0.106, 0.282, -0.162], [0.121, -0.053, -0.023], [-0.037, 0.140, 0.245], [0.003, -0.136, -0.157], [0.010, -0.095, 0.261], [0.063, 0.021, 0.027], [0.058, 0.038, -0.007], [-0.022, -0.051, 0.017], [-0.016, 0.071, -0.072], [0.317, -0.012, 0.143], [-0.085, -0.041, -0.027], [-0.586, 0.175, -0.342], [0.251, -0.486, 0.413], [0.146, 0.561, -0.345], [-0.523, -0.477, 0.130], [0.305, 0.078, 0.044], [0.250, 0.198, -0.039], [0.023, -0.094, 0.034], [-0.024, 0.012, -0.017], [0.056, 0.034, 0.012], [0.008, 0.008, 0.089], [-0.133, 0.135, -0.302], [-0.284, 0.071, 0.373], [0.165, -0.091, -0.119], [-0.054, -0.187, -0.664], [-0.123, -0.001, 0.004], [0.291, -0.155, -0.126], [-0.050, -0.054, -0.042], [0.080, 0.017, -0.025], [0.057, 0.063, 0.044], [-0.039, -0.026, -0.010], [-0.018, 0.013, 0.015], [-0.005, 0.000, 0.008], [-0.016, 0.012, 0.005], [-0.008, -0.016, 0.027], [0.008, 0.026, 0.013], [-0.024, 0.048, 0.012], [0.001, -0.006, -0.007], [0.008, -0.002, 0.005], [0.045, 0.072, 0.007], [0.023, -0.024, 0.074], [-0.045, 0.093, -0.049], [0.017, 0.071, 0.026], [-0.006, -0.003, 0.017]],
  "mulliken_charge": [1.11, -0.68, 0.28, -0.36, -0.66, 0.08, -1.10, -0.95, -0.49, -0.54, 0.72, -0.50, -0.56, -0.78, 0.56, 0.69, 0.39, 0.38, 0.40, 0.33, 0.72, 0.76, -0.03, -0.40, -0.60, -0.92, -0.82, -0.81, 0.74, 3.28, 0.03, -0.74, -1.24, -0.74, -0.58, 0.37, 1.47, -1.14, -0.40, -1.12, -0.67, -1.21, 0.44, 0.30, 0.41, 0.42, 0.46, 0.47, 0.60, 0.46, 0.42, 0.36, 0.35, 0.37, 0.49, 0.43, 0.43, 0.31, -1.28, 1.02, -0.48, -0.43, -0.92, -0.96, 1.16, -0.77, -0.68, -0.97, -0.18, 0.04, 0.75, -0.51, -0.48, 0.64, -0.22, -0.02, -0.94, -0.81, -0.83, 0.66, -0.89, 1.31, -0.73, 0.80, -0.91, -1.20, -0.07, 0.42, 0.31, 0.68, 0.68, 0.41, 0.41, 0.55, 0.45, 0.55, 0.42, 0.46, 0.42, 0.32, 0.57, 0.53, 0.76]
}

=====

No. 2
{
  "formula": "C46H41AsN6Ti",
  "method": "the ωB97M-V functional and the def2-TZVPD basis",
  "e_homo_ev": -17.93,
  "charge": 4,
  "energy_ev": -141228.6730,
  "orbital_gap_ev": 5.1699,
  "relative_energy_kcal_mol": 2.7,
  "max_force_ev_per_a": 0.55,
  "symbols": ["Ti", "C", "C", "C", "C", "C", "C", "C", "N", "N", "C", "C", "C", "C", "C", "C", "N", "C", "C", "C", "C", "C", "C", "N", "H", "H", "H", "H", "H", "H", "H", "H", "H", "H", "H", "H", "H", "H", "H", "H", "H", "H", "H", "H", "N", "C", "C", "C", "C", "C", "C", "C", "C", "N", "C", "H", "H", "H", "H", "H", "H", "H", "H", "C", "C", "C", "C", "C", "C", "As", "C", "C", "C", "C", "C", "C", "C", "C", "C", "C", "C", "C", "H", "H", "H", "H", "H", "H", "H", "H", "H", "H", "H", "H", "H"],
  "positions_angstrom": [[-0.5535, 0.5100, 0.8804], [1.0051, 3.2653, 1.5320], [1.6936, 3.0494, 0.2068], [0.7018, 2.8640, -0.8986], [0.8427, 3.5822, -2.0718], [-0.1701, 3.5946, -3.0118], [-1.3502, 2.9210, -2.7192], [-1.4222, 2.2076, -1.5523], [-0.4023, 2.1089, -0.6634], [0.6084, 1.9605, 2.1595], [-0.3560, 2.2710, 3.2563], [-1.6842, 2.6360, 2.6632], [-2.4975, 3.6063, 3.2024], [-3.7564, 3.8191, 2.6509], [-4.1634, 3.0333, 1.5831], [-3.2937, 2.0900, 1.0816], [-2.0590, 1.8994, 1.5899], [1.8394, 1.3441, 2.7351], [1.7138, -0.1396, 2.8023], [2.5214, -0.9152, 3.6097], [2.3519, -2.2907, 3.6168], [1.3597, -2.8567, 2.8204], [0.5943, -2.0334, 2.0376], [0.7686, -0.6883, 2.0132], [0.1109, 3.8739, 1.4149], [1.6612, 3.7780, 2.2377], [2.3849, 2.2136, 0.2549], [2.3063, 3.9194, -0.0234], [1.7441, 4.1642, -2.2186], [-0.0651, 4.1573, -3.9318], [-2.2069, 2.9586, -3.3784], [-2.3350, 1.6970, -1.3047], [0.0340, 3.0785, 3.8754], [-0.4455, 1.3916, 3.8967], [-2.1562, 4.1862, 4.0512], [-4.4115, 4.5807, 3.0576], [-5.1453, 3.1455, 1.1414], [-3.5940, 1.4451, 0.2696], [2.0379, 1.7698, 3.7190], [2.6898, 1.6051, 2.1074], [3.2656, -0.4400, 4.2372], [2.9742, -2.9156, 4.2468], [1.1881, -3.9257, 2.7996], [-0.1932, -2.4346, 1.4158], [-1.7841, -0.4809, 2.7022], [-2.7874, -1.4081, 2.2100], [-3.5508, -2.1873, 3.0375], [-4.5567, -3.0185, 2.5107], [-4.7840, -3.0253, 1.1624], [-3.9925, -2.2307, 0.2988], [-4.2058, -2.1916, -1.0946], [-3.3841, -1.4275, -1.8838], [-2.3439, -0.7212, -1.2939], [-2.1165, -0.6740, 0.0278], [-2.9644, -1.4332, 0.8342], [-1.2284, -0.9436, 3.4180], [-2.2794, 0.2672, 3.1803], [-3.3948, -2.1525, 4.1109], [-5.1534, -3.6280, 3.1766], [-5.5693, -3.6379, 0.7359], [-5.0117, -2.7752, -1.5288], [-3.4976, -1.3873, -2.9596], [-1.6558, -0.1923, -1.9306], [2.7365, -5.0965, -0.3244], [3.6168, -4.0266, -0.2474], [3.1591, -2.7222, -0.4160], [1.8079, -2.5113, -0.6537], [0.9160, -3.5825, -0.7343], [1.3839, -4.8764, -0.5733], [1.1499, -0.7464, -1.0466], [2.6654, 0.3059, -1.5867], [3.7852, 0.6622, -0.8447], [4.7987, 1.3888, -1.4522], [4.6767, 1.7477, -2.7918], [3.5727, 1.3496, -3.5364], [2.5582, 0.6082, -2.9432], [1.4220, -0.0275, -3.6623], [1.2323, 0.0013, -5.0375], [0.2592, -0.7983, -5.6237], [-0.5126, -1.6581, -4.8494], [-0.3474, -1.6842, -3.4713], [0.5971, -0.8479, -2.8930], [3.1052, -6.1077, -0.2091], [4.6712, -4.2028, -0.0752], [3.8639, -1.9037, -0.3838], [-0.1362, -3.4254, -0.9509], [0.7033, -5.7145, -0.6577], [3.8990, 0.3507, 0.1881], [5.6896, 1.6538, -0.8973], [5.4704, 2.3084, -3.2707], [3.5302, 1.5896, -4.5920], [1.8673, 0.6128, -5.6673], [0.1305, -0.7814, -6.6989], [-1.2221, -2.3248, -5.3237], [-0.9253, -2.3804, -2.8800]],
  "forces_ev_per_a": [[-0.027, -0.319, 0.389], [-0.021, -0.098, 0.106], [0.013, 0.050, -0.077], [-0.227, -0.053, 0.099], [0.020, 0.100, -0.102], [-0.015, 0.023, -0.102], [0.004, 0.104, -0.118], [0.182, -0.076, 0.148], [0.120, -0.163, 0.007], [-0.156, -0.083, 0.024], [0.161, -0.009, -0.138], [-0.040, -0.149, -0.168], [-0.109, 0.078, 0.120], [-0.031, 0.071, 0.024], [-0.121, 0.069, 0.036], [0.257, -0.055, 0.125], [-0.277, 0.410, -0.147], [-0.137, 0.094, -0.067], [-0.161, -0.063, -0.130], [0.091, -0.059, 0.122], [0.034, -0.048, 0.039], [0.091, -0.145, 0.070], [-0.008, 0.227, -0.043], [0.241, -0.058, -0.077], [-0.046, 0.035, -0.029], [0.031, 0.027, 0.031], [0.097, -0.099, -0.028], [0.014, 0.020, -0.020], [-0.032, -0.015, -0.020], [-0.006, -0.011, 0.036], [0.026, 0.006, -0.003], [-0.036, -0.022, 0.010], [0.033, 0.072, 0.053], [-0.001, -0.019, 0.073], [-0.022, 0.000, -0.023], [0.024, -0.029, -0.008], [0.033, 0.007, 0.025], [-0.008, -0.008, -0.049], [0.034, 0.025, 0.081], [0.041, -0.001, -0.034], [-0.006, -0.030, -0.012], [-0.018, 0.026, -0.023], [0.012, 0.051, 0.017], [-0.046, -0.018, -0.063], [0.071, 0.117, -0.131], [0.106, 0.031, 0.328], [-0.082, -0.040, 0.159], [0.031, 0.031, -0.012], [-0.023, -0.022, -0.034], [-0.211, -0.126, -0.175], [-0.102, -0.096, -0.001], [0.004, -0.048, -0.098], [0.035, -0.095, 0.276], [-0.216, -0.239, -0.081], [0.259, 0.286, -0.388], [0.092, -0.020, -0.035], [0.001, 0.027, 0.044], [-0.008, -0.016, -0.021], [0.020, 0.017, -0.017], [0.017, 0.015, 0.010], [0.041, 0.038, 0.020], [-0.015, -0.006, 0.047], [0.072, 0.077, -0.037], [-0.020, -0.004, 0.002], [0.039, 0.067, 0.026], [0.002, -0.195, 0.117], [-0.188, 0.032, -0.012], [0.060, -0.050, 0.016], [0.008, -0.007, 0.030], [0.056, 0.028, -0.233], [-0.034, -0.138, 0.311], [-0.009, 0.040, 0.014], [-0.009, -0.009, -0.028], [-0.022, -0.004, -0.052], [0.097, 0.085, -0.096], [-0.142, -0.018, -0.223], [0.253, 0.165, -0.036], [-0.004, 0.035, -0.150], [0.028, 0.034, -0.020], [-0.001, -0.007, -0.014], [0.024, 0.068, -0.103], [-0.126, 0.048, 0.301], [-0.005, 0.017, -0.004], [-0.025, -0.009, -0.014], [0.011, 0.012, -0.034], [-0.016, 0.036, 0.000], [0.027, 0.020, 0.000], [-0.032, 0.025, 0.059], [-0.023, -0.002, -0.016], [-0.043, -0.023, 0.018], [0.017, 0.002, 0.044], [-0.035, -0.031, 0.013], [0.005, -0.003, 0.042], [0.022, 0.031, 0.010], [-0.014, -0.039, 0.023]],
  "mulliken_charge": [0.23, -1.48, -0.22, 0.68, -0.87, -0.86, -1.34, -0.20, 1.70, 0.77, -1.52, 0.64, -0.88, -0.68, -1.03, -0.11, 1.13, -1.57, 0.05, -1.08, -0.95, -0.97, -0.53, 2.09, 0.50, 0.49, -0.82, 0.93, 0.60, 0.52, 0.58, 0.33, 0.63, 0.58, 0.59, 0.48, 0.54, 0.27, 0.66, 0.63, 0.65, 0.51, 0.59, 0.53, -0.14, -0.53, -0.49, -1.07, -0.90, 0.76, -1.09, -1.71, -0.93, 1.99, 0.03, 0.55, 0.56, 0.60, 0.48, 0.52, 0.53, 0.62, 1.11, -0.79, -0.91, -0.54, 0.84, -0.34, -1.04, 2.82, -0.13, -0.43, -1.10, -1.26, -0.79, 0.62, 0.32, -0.67, -1.18, -1.11, -0.52, 0.23, 0.47, 0.51, 0.40, 0.19, 0.50, 0.55, 0.53, 0.48, 0.51, 0.51, 0.48, 0.53, 0.63]
}